(1)
C4H3BeLiO2 as an isolated structure. Source: the Open Molecules 2025 dataset; level of theory: ωB97M-V/def2-TZVPD.

Calculated values
energy above the lowest of the compared OMol25 structures with the same formula, charge and spin	0.00	kcal per mole
gap between HOMO and LUMO	5.29	eV

The geometry in ORCA input format:
```
! wB97M-V def2-TZVPD RIJCOSX def2/J DEFGRID3
* xyz 2 1
H 0.8967 -0.5115 1.6857
H 0.1677 1.4051 -0.6645
O 1.6431 -0.0320 -0.8785
C -1.2055 -0.1815 1.1645
O -2.1309 -0.7270 -1.0785
C 0.5328 0.4544 -0.2533
Be 2.6632 0.3545 -0.5086
C -1.6864 -0.1990 -0.1167
C 0.2067 0.0563 1.0527
H -1.8446 0.1478 1.9844
Li 0.7573 -0.7670 -2.3871
*
```

The computed natural (NBO) charges, all in e, follow: 0.246, 0.258, -1.234, -0.403, -0.387, -0.243, 1.834, 0.742, -0.110, 0.311, 0.985

***

(2)
C45H45InN3O3P2S3Sb as an isolated structure. Source: the Open Molecules 2025 dataset; level of theory: ωB97M-V/def2-TZVPD.

Calculated values
energy above the lowest of the compared OMol25 structures with the same formula, charge and spin	33.29	kcal per mole
gap between HOMO and LUMO	7.52	eV

The geometry in ORCA input format:
```
! wB97M-V def2-TZVPD RIJCOSX def2/J DEFGRID3
* xyz 0 1
H 0.2455 1.5167 5.6678
C -4.2246 0.5334 0.6085
C 1.4790 3.5980 0.7760
H -5.0023 -1.6056 2.4916
H -1.3547 -5.2623 1.2910
H -3.1989 -0.6263 4.5875
C 5.1450 -2.3621 1.5228
C -1.4844 2.8276 -2.4243
C 0.9078 -0.4764 6.0578
P -2.6685 -2.0700 2.7519
C 0.4464 0.5374 5.2481
H 1.1937 -3.2319 1.1414
P -0.9757 -3.2031 0.0681
C -1.6825 3.7724 -3.4107
N -3.4427 -0.2884 -0.0805
C -1.3347 4.5577 -0.7491
H -1.4538 1.7711 -2.6615
H 5.7751 -2.9220 2.2008
C 1.0668 4.5155 -0.1775
C 4.6172 -1.6412 -0.7039
C -5.3511 0.4821 -3.0694
C 1.0198 4.1544 -1.5133
S -5.5195 1.2031 -0.3438
C 1.1988 -1.7104 5.4796
H -4.7370 -3.3275 2.8909
O -0.9555 0.9313 -0.5199
H -6.2268 1.0613 -3.3243
H -0.8209 -3.5545 3.0841
H -1.0390 4.2360 1.0968
C 1.7902 1.9498 -0.9398
C -3.4941 -0.9214 -3.7146
C 3.5322 -0.9198 -0.2165
C -4.8985 0.4176 -1.7590
C -3.0493 -0.9935 -2.4095
H -1.1128 -5.1037 -1.4148
C -0.1747 1.4901 3.0822
C 3.6841 0.5605 -3.1577
C -3.7652 -0.3241 -1.4209
C 4.6465 1.5349 -2.9320
H 2.8633 -0.8432 -4.5478
H 2.3834 -0.4251 1.5361
H -2.1350 -1.5110 -2.1591
H 1.0618 -0.3103 7.1137
C 1.3838 2.8734 -1.8978
Sb 2.3076 0.0421 -1.6452
In -1.4620 -0.5223 0.9803
H -3.3229 -2.3377 5.0665
C -1.8416 -3.7038 2.7258
S -3.9956 0.9713 2.2313
C 1.0068 -1.9233 4.1314
H -2.8622 -4.4254 0.9546
C 5.5064 1.1902 -5.1460
C -1.7001 5.1193 -3.0613
H 4.5007 -0.2879 -6.3277
C -1.8368 -4.2802 1.3041
H -1.8531 5.8739 -3.8230
H 0.0142 2.4944 3.4652
C 0.7609 -3.7184 0.2734
C -1.3055 3.1977 -1.0913
H -4.4489 -2.7170 1.2400
H -4.9718 -0.1502 -5.0720
C 3.6299 -0.0944 -4.3781
C -1.0537 2.1328 -0.0932
H -2.3440 -4.3809 3.4240
C 0.4899 -0.9166 3.2895
C 3.2532 -0.9317 1.1438
H 1.3272 2.5933 -2.9445
C 5.4199 -2.3618 0.1656
H 4.6868 2.0599 -1.9831
O 0.3167 -1.1715 2.0126
H -1.8241 3.4686 -4.4382
C -1.5292 5.5103 -1.7499
H -0.9452 -3.5892 -2.3223
C 4.5435 0.2206 -5.3737
H 1.5866 -2.5143 6.0921
C -2.7368 -1.6089 4.5036
C 4.0636 -1.6462 2.0122
H -1.5453 6.5528 -1.4650
H 0.7584 5.5069 0.1250
H 0.8180 -4.8040 0.3706
C -4.3811 -2.4798 2.3017
H 6.2175 1.4379 -5.9229
C -4.6420 -0.1965 -4.0432
H 6.2625 -2.9209 -0.2181
H -1.7265 -1.5609 4.9104
H 4.8451 -1.6394 -1.7636
H 1.3148 -3.4010 -0.6104
C 0.2245 0.3462 3.8808
H 3.8396 -1.6484 3.0705
H -2.5136 -4.0256 -1.6236
N -0.6934 1.3613 1.9228
H 1.5015 3.8770 1.8206
S 0.6773 -1.2696 -2.4842
H 6.3051 2.6102 -3.7509
O -1.1616 5.0122 0.5063
C 5.5570 1.8491 -3.9253
C -1.4355 -4.0620 -1.4737
H 2.1460 1.6067 1.1575
N -0.9207 2.4866 1.1704
C 1.8397 2.3132 0.3981
H 1.2543 -2.8757 3.6787
H 0.6728 4.8617 -2.2555
H -2.9331 -1.4211 -4.4926
*
```

These are the Löwdin partial charges, in e, on atoms 1 to 99: 0.115, -1.148, -0.070, 0.019, 0.086, 0.029, -0.080, -0.021, -0.099, 0.819, -0.046, 0.020, 0.848, -0.070, -0.083, -0.316, 0.122, 0.103, -0.086, -0.121, -0.089, -0.080, 1.045, -0.087, 0.057, -0.135, 0.106, 0.061, 0.078, -0.342, -0.076, -0.326, -0.470, -0.039, 0.052, -0.053, -0.366, -0.315, -0.116, 0.070, 0.069, 0.031, 0.098, -0.117, 1.258, 0.549, 0.056, -0.377, 0.552, -0.048, 0.072, -0.085, -0.082, 0.104, -0.393, 0.106, 0.140, -0.254, -0.098, 0.043, 0.100, -0.132, -0.426, 0.093, -0.395, -0.117, 0.117, -0.084, 0.107, -0.241, 0.103, -0.026, 0.001, -0.083, 0.105, -0.223, -0.070, 0.125, 0.124, 0.051, -0.252, 0.103, -0.093, 0.104, 0.032, 0.098, 0.009, -0.150, 0.102, 0.045, -0.044, 0.113, 0.049, 0.104, 0.023, -0.083, -0.272, 0.089, 0.060